Formula: C32H34ClPRe
Source: the OMol25 dataset
Level of theory: ωB97M-V/def2-TZVPD

Last column: Löwdin spin population.
Positions of all 69 atoms, in Å:
C -0.15375 0.25109 -7.52297  0.000
C 1.22564 0.81241 -7.91543  0.000
C -0.37689 -1.08928 -8.24770  0.000
C -1.24440 1.24688 -7.95988  0.000
Cl -0.22580 0.00827 -5.80159  0.000
H -0.33612 -0.97094 -9.34461  0.000
H -1.35717 -1.51053 -7.99769  0.000
H 0.39079 -1.81874 -7.96589  0.000
H 1.30394 0.97534 -9.00467  0.000
H 2.02593 0.12143 -7.62756  0.000
H 1.41142 1.77441 -7.42456  0.000
H -1.22418 1.41977 -9.05030  0.000
H -1.10802 2.21781 -7.47036  0.000
H -2.24217 0.87236 -7.70479  0.000
C 1.15630 -1.80932 0.38393  0.074
C 0.44073 -2.70451 -0.50427  0.002
C 0.72439 -2.28449 -1.84935  0.024
H -0.02037 -3.62389 -0.17799  0.003
C 1.64973 -1.20366 -1.79287  0.030
C 1.88058 -0.87343 -0.45064  0.103
H 2.55248 -0.11088 -0.08630  0.009
H 1.37934 -1.98623 1.41634  0.009
H 0.46801 -2.83533 -2.74702  0.001
H 2.11916 -0.70048 -2.62812  0.002
C -2.37099 0.53956 -0.19904  0.105
C -2.29796 -0.68089 0.56643  0.079
C -2.32022 -1.76792 -0.38108  0.004
H -2.53176 -0.77898 1.61589  0.007
C -2.41921 -1.19703 -1.70188  0.031
C -2.50980 0.21591 -1.56869  0.035
H -2.66635 0.93152 -2.37230  0.002
H -2.38984 1.52654 0.22706  0.008
H -2.48258 -2.79389 -0.09580  0.003
H -2.63228 -1.75746 -2.60594  0.001
Re -0.44467 -0.79998 -0.44030  2.074
C -0.87221 3.59380 5.13380  -0.002
C -1.25888 3.81022 3.80155  0.001
C -0.78701 2.96376 2.79893  0.003
C 0.03671 1.90358 3.18368  0.062
C 0.45098 1.70678 4.50980  0.012
C -0.01754 2.54395 5.51164  0.005
P 0.25156 0.49106 2.05516  0.225
C 2.05473 0.47647 2.42698  0.018
C 2.94635 1.44462 1.92295  0.009
C 4.26775 1.44778 2.36113  -0.001
C 4.69969 0.48017 3.27577  0.011
C 3.82767 -0.50695 3.72783  -0.001
C 2.50978 -0.52220 3.27954  0.012
C -0.77068 -0.58817 3.23948  0.009
C -0.62218 -1.97554 3.25625  0.007
C -1.42098 -2.78885 4.05306  0.003
C -2.45980 -2.19446 4.78197  0.006
C -2.73699 -0.82193 4.67159  0.004
C -1.91567 -0.05936 3.84787  0.006
H -1.21499 4.25094 5.92988  0.000
H -1.93821 4.62649 3.55346  0.000
H -1.10776 3.02462 1.76274  0.002
H 1.01497 0.80381 4.74092  0.001
H 0.28517 2.33502 6.54501  0.001
H 2.59957 2.18088 1.19900  0.001
H 4.95992 2.20794 2.00205  0.000
H 5.72366 0.49749 3.63914  0.001
H 4.13682 -1.26805 4.43881  0.000
H 1.81011 -1.27724 3.62194  0.000
H 0.15093 -2.43002 2.66837  0.000
H -1.22507 -3.86946 4.12630  0.000
H -3.08397 -2.77379 5.46137  0.000
H -3.53930 -0.31119 5.22980  0.000
H -2.12903 0.98243 3.67212  0.000

The spin multiplicity is 4. The highest occupied orbital energy (alpha / beta) comes out at -13.3 / -13.9 eV. Its largest force on an atom is 4.54 eV/Å. Its LUMO energy (alpha / beta) is -7.009 / -9.546 eV. The value obtained for the total energy is -57657.88117 eV. As for the total charge: +2.